Computed, not measured: the molecule C4H8O2 at a distorted geometry, with the ωB97M-V functional and the def2-TZVPD basis.

The energy above the lowest of the compared OMol25 structures with the same formula, charge and spin comes out at 40.1 kcal per mole. For the calculated total energy, the calculation gives -8371.5450 eV. The structure (SMILES) is C=C[C@@H](O)CO.

XYZ file:
```
14
Properties=species:S:1:pos:R:3:forces:R:3:lowdin_charge:R:1
C -1.05760 -0.62615 -0.27177 0.0 -0.6 -0.4 -0.22
C -0.12241 0.44864 0.27235 0.2 -0.3 0.1 -0.42
C 1.22078 0.28215 -0.39355 0.1 -0.5 0.3 -0.14
C 2.29140 -0.29035 0.14555 0.2 0.4 0.1 0.02
H -2.60559 -0.47257 0.90690 0.0 0.2 -1.2 0.12
H -0.95340 -0.62858 -1.36194 0.1 -0.2 0.1 0.13
H -0.79689 -1.61617 0.14920 0.0 0.4 -0.3 0.13
H -0.03791 0.34419 1.36853 0.1 0.0 -0.1 0.15
H -1.62575 1.60909 -0.03460 0.8 0.1 -0.1 0.10
H 1.26482 0.55599 -1.43451 -0.2 0.2 -0.3 0.11
H 3.21747 -0.41051 -0.44223 -0.6 0.0 0.5 0.06
H 2.29108 -0.55657 1.20542 0.2 -0.1 -0.3 0.06
O -2.43925 -0.34485 -0.06001 0.0 0.0 1.6 -0.08
O -0.64677 1.70570 -0.04935 -0.9 0.5 -0.1 -0.03
```
Positions in Å, forces in eV/Å.